(1)
{"formula": "C9H14O2P2", "method": "the ωB97M-V functional and the def2-TZVPD basis", "symbols": ["C", "C", "C", "C", "C", "C", "C", "C", "C", "O", "O", "P", "P", "H", "H", "H", "H", "H", "H", "H", "H", "H", "H", "H", "H", "H", "H"], "xyz": [[2.083435, 0.658141, -0.596549], [1.270473, -0.916452, 0.972302], [0.876152, 1.200605, -0.782492], [-0.109128, -0.548359, 0.571099], [2.315117, -0.381580, 0.299882], [-0.348267, 0.791985, -0.132518], [3.751341, -0.872317, 0.499075], [-1.970255, 2.628164, -0.726578], [-1.514565, 1.408352, -0.028845], [-2.749729, 0.997512, 0.647108], [-1.036923, -1.345196, -2.035391], [-3.150541, -0.591806, 0.778026], [-0.545217, -1.790774, -0.747605], [2.940383, 1.064537, -1.032089], [1.227859, -1.769102, 1.652000], [0.653353, 1.703170, -1.692520], [-0.863798, -0.913999, 1.335735], [4.084493, -1.390250, -0.464203], [4.395903, 0.001440, 0.645447], [3.556157, -1.725405, 1.225293], [-2.336801, 3.235497, -0.000684], [-1.288408, 3.153212, -1.431049], [-2.965086, 2.343664, -1.165148], [-2.893058, -0.919962, 2.196995], [-4.564057, -0.487727, 0.723393], [-1.295525, -2.779840, 0.082315], [0.476679, -2.753513, -0.793009]], "atomic_forces_ev_per_a": [[-1.424, 1.087, -0.129], [0.086, 0.219, -0.399], [-0.970, 0.071, -1.572], [-1.626, -0.745, -0.307], [0.680, -2.067, 2.696], [0.473, -2.267, 3.048], [-1.849, -1.671, -1.210], [-0.167, -1.265, -2.507], [-2.050, 0.455, -0.714], [2.156, -0.022, 0.092], [-0.820, 0.721, -1.543], [0.356, -0.954, -0.135], [-0.044, -3.033, 2.507], [0.994, 0.560, -1.345], [0.953, 0.214, -0.080], [0.494, 1.479, -0.408], [1.034, 1.171, -0.547], [-0.328, 0.762, 1.106], [0.204, -0.692, 0.767], [1.514, 1.382, -0.254], [-0.533, 2.491, 2.276], [-0.477, -0.591, 0.602], [1.147, 0.183, -0.538], [-0.740, 0.595, -0.788], [0.151, 0.285, 0.612], [-0.034, 1.103, -0.828], [0.820, 0.529, -0.403]], "lowdin_charge": [-0.0548, -0.0915, -0.0149, -0.3829, -0.3262, -0.2149, -0.0410, -0.0174, -0.2854, -0.4269, -0.3940, 0.8412, 0.6296, 0.1024, 0.1174, 0.1134, 0.0511, 0.1001, 0.0788, 0.0945, 0.0441, 0.1046, 0.1130, -0.0559, -0.0866, -0.0008, 0.0028], "orbital_gap_ev": 7.797, "lumo_energy_ev": -0.01, "homo_energy_ev": -7.81, "smiles": "CC1=C[C@H]([PH2]=O)/C(=C(/C)OP)C=C1"}



(2)
{"formula": "C9H14O3", "method": "the ωB97M-V functional and the def2-TZVPD basis", "symbols": ["C", "C", "C", "C", "C", "C", "C", "C", "C", "O", "O", "O", "H", "H", "H", "H", "H", "H", "H", "H", "H", "H", "H", "H", "H", "H"], "xyz": [[-1.910436, 0.643584, -2.047592], [-1.057571, 1.260894, -1.280216], [-0.259106, 1.731586, -0.322741], [-1.177116, -1.881800, 0.280638], [-0.095371, -1.217487, -0.391558], [-2.282052, -1.107565, 0.981107], [1.735588, -1.105724, 1.118865], [1.847086, 2.788135, -0.008371], [1.373721, -1.300933, -0.412252], [-0.590957, 1.958753, 0.819549], [-0.970946, -1.985892, -1.177492], [1.049169, 1.988379, -0.782737], [-1.894734, -0.437614, -2.412203], [-2.729377, 1.194334, -2.511322], [-1.012141, -2.921585, 0.871831], [-1.964775, -0.103008, 1.213199], [-2.661663, -1.615727, 1.911743], [-3.125995, -0.944917, 0.473381], [2.727365, -0.828032, 1.096644], [1.708898, -1.960152, 1.779855], [1.159115, -0.329780, 1.687380], [2.836483, 3.091009, -0.312300], [2.035487, 2.244266, 1.067488], [1.352843, 3.660332, 0.142282], [1.890140, -2.240820, -0.762059], [2.016346, -0.580235, -1.023117]], "atomic_forces_ev_per_a": [[-0.030, -0.188, -0.748], [-2.510, -3.287, -2.862], [3.497, 1.734, 2.092], [0.238, -2.103, 2.302], [-0.574, -1.047, -2.289], [2.020, -0.763, 2.276], [-1.220, 0.460, -0.201], [1.503, -2.498, 4.425], [1.948, 0.080, 1.391], [-0.072, 0.201, 0.606], [0.200, 0.793, 1.039], [-0.970, -1.246, -1.796], [0.336, 1.303, 1.054], [0.100, 0.217, 0.006], [0.036, 2.243, -1.766], [0.446, 0.245, 0.381], [0.871, 0.339, -0.782], [-3.243, 0.239, -2.683], [2.337, 0.904, 0.408], [-0.376, -0.758, -0.379], [0.322, -0.353, -1.043], [0.223, -0.802, -1.290], [-0.500, 1.448, -2.296], [-1.523, 2.807, 1.036], [-1.352, 0.198, 0.353], [-1.704, -0.167, 0.765]], "lowdin_charge": [0.0434, 0.0651, -0.5491, -0.2421, -0.2173, -0.0298, -0.0870, -0.1134, -0.1525, 0.0951, -0.0025, -0.0767, 0.0973, 0.0686, 0.1832, 0.0645, 0.1013, 0.0277, 0.0313, 0.0671, 0.0929, 0.0834, 0.1444, 0.0488, 0.1294, 0.1271], "orbital_gap_ev": [8.759, 7.053], "lumo_energy_ev": [0.09, -0.97], "homo_energy_ev": [-8.67, -8.02]}



Calculated electronic energy, -1184.3939, -576.7722 hartree (same order as the records).
Calculated energy above the lowest of the compared OMol25 structures with the same formula, charge and spin, 44.1, 154.6 kcal/mol (same order as the records).